# 1
# C4H6OS

C4H6OS in the gas phase (ωB97M-V with the def2-TZVPD basis set, OMol25).

Structure (ORCA input):
```
! RIJCOSX wB97M-V def2-TZVPD def2/J DEFGRID3
* xyz 0 1
C 1.30 1.69 0.41
C 0.08 1.15 -0.19
C -0.87 -1.10 -0.21
C -0.85 -2.41 -0.07
H 1.35 1.34 1.40
H 1.23 2.77 0.33
H 2.10 1.30 -0.15
H -1.82 -0.59 -0.58
H -1.69 -3.03 -0.28
H 0.16 -2.87 0.17
O 0.17 -0.21 0.02
S -1.17 1.96 -0.85
*
```

Calculated values
**Orbital gap**: 9.3 eV
**Electronic energy**: -629.38753 a.u.
**Energy relative to the best compared isomer or geometry (same formula, charge and spin)**: 1.623 eV
**SMILES**: C=COC(C)=S

natural (NBO) atomic charge list, values in e, 2 entries:
1. C -0.69
2. C 0.25

# 2
# C4H6N5

An isolated ion of composition C4H6N5 and charge +1 (ωB97M-V with the def2-TZVPD basis set, OMol25).

Structure (ORCA input):
```
! RIJCOSX wB97M-V def2-TZVPD def2/J DEFGRID3
* xyz 1 1
C -2.34 -0.88 0.34
C 1.66 -0.40 0.35
C -1.56 0.22 -0.21
C -1.90 1.60 0.16
N -2.91 -1.78 0.68
N -0.65 -0.08 -1.04
N 0.29 -0.62 -1.53
N 1.43 -0.83 -0.91
N 2.93 -0.57 0.76
H -0.96 1.83 0.85
H -2.85 1.68 0.68
H -1.92 2.47 -0.65
H 2.13 -1.39 -1.48
H 3.05 -0.16 1.69
H 3.60 -1.09 0.32
*
```

Calculated values
**Orbital gap**: 8.6 eV
**Electronic energy**: -429.35177 a.u.
**Energy relative to the best compared isomer or geometry (same formula, charge and spin)**: 4.994 eV

natural (NBO) atomic charge list, values in e, 2 entries:
1. C 0.17
2. C 0.16

# 3
# C39H49BCoF4N3O5PS2

C39H49BCoF4N3O5PS2 as an isolated structure (ωB97M-V with the def2-TZVPD basis set, OMol25).

Structure (ORCA input):
```
! RIJCOSX wB97M-V def2-TZVPD def2/J DEFGRID3
* xyz 0 2
Co -0.37 -1.20 -0.87
F 0.15 -1.48 -2.89
B -1.20 -1.78 -3.34
F -1.57 -0.94 -4.34
F -1.33 -3.11 -3.63
F -1.96 -1.46 -2.11
O -0.76 -2.99 -0.16
S -0.19 -4.14 -1.00
C -1.58 -5.21 -1.28
C -2.76 -5.01 -0.59
C -3.80 -5.90 -0.80
C -3.65 -6.97 -1.68
C -2.46 -7.13 -2.38
C -1.41 -6.25 -2.19
C 0.70 -5.14 0.18
C 1.82 -5.82 -0.26
C 2.51 -6.62 0.63
C 2.08 -6.72 1.95
C 0.96 -6.02 2.38
C 0.25 -5.22 1.50
H -2.86 -4.17 0.07
H -4.74 -5.77 -0.27
H -4.46 -7.66 -1.83
H -2.36 -7.95 -3.09
H -0.49 -6.35 -2.75
H 2.15 -5.72 -1.29
H 3.39 -7.16 0.31
H 2.62 -7.35 2.64
H 0.63 -6.10 3.41
H -0.62 -4.67 1.81
O 3.72 4.70 1.17
S 4.07 4.53 2.57
O 2.92 4.32 3.44
O 5.08 5.42 3.08
C 4.76 2.85 2.66
N 5.65 2.55 3.61
C 5.90 1.25 3.79
C 5.25 0.25 3.08
C 4.38 0.69 2.11
N 4.15 1.97 1.87
C 3.50 -0.17 1.28
C 2.77 -1.22 1.81
C 1.74 -1.76 1.05
N 1.47 -1.34 -0.19
C 2.27 -0.41 -0.74
C 3.27 0.20 -0.04
H 6.63 1.01 4.55
H 5.43 -0.80 3.27
H 2.91 -1.54 2.83
H 1.09 -2.52 1.45
H 2.04 -0.15 -1.77
H 3.84 1.01 -0.48
O -0.28 0.72 -0.85
P -0.71 2.10 -0.35
C -0.57 3.30 -1.72
C -1.24 2.70 -3.00
C -0.27 2.64 -4.18
C 1.02 1.91 -3.78
C 1.73 2.62 -2.61
C 0.88 3.74 -2.01
C 0.43 2.65 0.94
C 0.21 4.09 1.45
C -0.80 4.21 2.58
C -0.45 3.26 3.72
C -0.41 1.81 3.23
C 0.62 1.66 2.10
C -2.44 2.11 0.30
C -3.08 0.71 0.26
C -3.73 0.41 -1.08
C -4.81 1.44 -1.46
C -4.80 2.65 -0.52
C -3.38 3.17 -0.32
H -1.11 4.18 -1.39
H -2.12 3.27 -3.27
H -1.56 1.67 -2.81
H -0.03 3.65 -4.53
H -0.75 2.12 -5.01
H 1.68 1.84 -4.65
H 0.75 0.89 -3.50
H 2.68 3.04 -2.92
H 1.95 1.90 -1.82
H 0.83 4.57 -2.71
H 1.36 4.14 -1.11
H 1.38 2.64 0.38
H -0.06 4.76 0.62
H 1.18 4.43 1.83
H -1.82 4.00 2.23
H -0.81 5.24 2.94
H -1.16 3.36 4.54
H 0.54 3.53 4.10
H -1.40 1.50 2.90
H -0.13 1.14 4.05
H 0.62 0.64 1.72
H 1.61 1.86 2.52
H -2.28 2.37 1.34
H -3.84 0.66 1.05
H -2.34 -0.06 0.52
H -4.16 -0.59 -1.05
H -2.96 0.37 -1.85
H -5.79 0.98 -1.44
H -4.64 1.79 -2.48
H -5.25 2.39 0.44
H -5.41 3.45 -0.94
H -3.40 4.05 0.32
H -3.02 3.51 -1.29
*
```

Calculated values
**Orbital gap (alpha / beta)**: 6.8 / 7.1 eV
**Electronic energy**: -5001.09149 a.u.
**Energy relative to the best compared isomer or geometry (same formula, charge and spin)**: 0.000 eV
**⟨S²⟩**: 0.774

Mulliken atomic charge list, values in e, 2 entries:
1. Co 0.40
2. F -0.43

# 4
# C5H6O2

C5H6O2 in the gas phase (ωB97M-V with the def2-TZVPD basis set, OMol25).

Structure (ORCA input):
```
! RIJCOSX wB97M-V def2-TZVPD def2/J DEFGRID3
* xyz 0 1
O 0.66 -1.97 1.41
C 0.17 -1.06 0.80
C -0.89 -1.16 -0.28
O -0.25 -0.49 -1.37
C 0.59 0.52 -0.83
C -0.12 1.45 0.07
C 0.72 0.33 0.67
H -1.81 -0.65 0.07
H -1.15 -2.18 -0.56
H 1.43 0.80 -1.46
H -1.20 1.38 0.04
H 0.26 2.45 0.20
H 1.60 0.58 1.25
*
```

Calculated values
**Orbital gap**: 10.2 eV
**Electronic energy**: -344.53960 a.u.
**Energy relative to the best compared isomer or geometry (same formula, charge and spin)**: 1.696 eV
**SMILES**: O=C1CO[C@H]2C[C@@H]12

natural (NBO) atomic charge list, values in e, 2 entries:
1. O -0.51
2. C 0.57

# 5
# H8O4

A 4-piece molecular cluster, H8O4 overall (ωB97M-V with the def2-TZVPD basis set, OMol25).

Structure (ORCA input):
```
! RIJCOSX wB97M-V def2-TZVPD def2/J DEFGRID3
* xyz 0 1
O -4.51 -7.92 3.82
H -3.85 -8.45 3.19
H -4.69 -8.53 4.58
O -1.45 -5.97 -0.04
H -1.50 -5.66 0.92
H -1.04 -5.12 -0.27
O -2.27 -5.80 2.58
H -2.07 -6.40 3.37
H -3.09 -6.28 2.35
O -2.95 -8.34 0.83
H -2.09 -8.26 0.46
H -3.42 -7.65 0.32
*
```

Calculated values
**Orbital gap**: 12.0 eV
**Electronic energy**: -305.73875 a.u.
**Energy relative to the best compared isomer or geometry (same formula, charge and spin)**: 1.101 eV
**SMILES**: O.O.O.O

natural (NBO) atomic charge list, values in e, 2 entries:
1. O -0.97
2. H 0.49

# 6
# C19H21ClN4O5S

C19H21ClN4O5S in the gas phase (ωB97M-V with the def2-TZVPD basis set, OMol25).

Structure (ORCA input):
```
! RIJCOSX wB97M-V def2-TZVPD def2/J DEFGRID3
* xyz 0 1
O -3.63 -0.22 2.03
C -3.40 -0.29 0.84
N -3.56 0.69 -0.06
H -3.22 0.51 -1.00
C -3.83 2.06 0.31
C -2.67 2.94 -0.07
C -2.74 3.82 -1.14
C -1.62 4.56 -1.49
C -0.46 4.36 -0.77
N -0.37 3.52 0.25
C -1.45 2.83 0.59
H -1.33 2.15 1.43
H 0.45 4.90 -1.01
H -1.65 5.25 -2.31
H -3.67 3.93 -1.69
H -3.98 2.06 1.40
H -4.74 2.41 -0.18
C -2.88 -1.57 0.18
O -2.95 -1.77 -1.02
N -2.39 -2.44 1.09
C -1.52 -3.50 0.69
H -1.52 -4.30 1.43
H -1.88 -3.88 -0.27
C -0.07 -2.95 0.53
N -0.03 -1.87 -0.42
S -0.01 -0.30 0.08
O -0.65 0.50 -0.93
O -0.52 -0.26 1.41
C 1.73 0.14 0.15
C 2.71 -0.84 0.23
C 4.04 -0.47 0.31
C 4.37 0.87 0.32
C 3.39 1.86 0.26
C 2.06 1.48 0.17
H 1.28 2.23 0.14
H 3.67 2.90 0.28
Cl 6.03 1.33 0.41
H 4.81 -1.22 0.37
H 2.43 -1.88 0.23
C -0.06 -2.21 -1.82
H 0.13 -1.29 -2.37
C 0.99 -3.28 -2.11
H 1.99 -2.85 -2.01
H 0.87 -3.67 -3.12
C 0.82 -4.42 -1.10
H -0.13 -4.94 -1.27
O 0.88 -3.93 0.24
H 1.64 -5.14 -1.17
H -1.07 -2.56 -2.09
H 0.23 -2.53 1.50
H -2.31 -2.06 2.03
*
```

Calculated values
**Orbital gap**: 10.0 eV
**Electronic energy**: -2190.26406 a.u.
**Energy relative to the best compared isomer or geometry (same formula, charge and spin)**: 0.040 eV
**SMILES**: O=C(NCc1cccnc1)C(=O)NC[C@H]1OCCCN1S(=O)(=O)c1ccc(Cl)cc1

natural (NBO) atomic charge list, values in e, 2 entries:
1. O -0.62
2. C 0.60

# 7
# C2H5BrI2OSi

A 2-piece molecular cluster, C2H5BrI2OSi overall (ωB97M-V with the def2-TZVPD basis set, OMol25).

Structure (ORCA input):
```
! RIJCOSX wB97M-V def2-TZVPD def2/J DEFGRID3
* xyz 0 1
C 0.24 0.22 0.02
C -1.27 -0.07 0.12
O -1.74 0.84 0.96
Si -6.07 0.08 0.36
Br -4.40 0.92 -0.74
I -6.22 -2.37 0.08
I -8.05 1.18 -0.39
H 0.49 0.96 -0.66
H 0.67 0.37 1.11
H 0.74 -0.58 -0.51
H -1.25 -1.12 0.58
H -1.54 0.09 -0.98
*
```

Calculated values
**Orbital gap (alpha / beta)**: 6.7 / 7.8 eV
**Electronic energy**: -3613.30404 a.u.
**Energy relative to the best compared isomer or geometry (same formula, charge and spin)**: 4.950 eV

natural (NBO) atomic charge list, values in e, 2 entries:
1. C -0.59
2. C -0.13

# 8
# C40H53N8OS3Sr

C40H53N8OS3Sr as an isolated structure (ωB97M-V with the def2-TZVPD basis set, OMol25).

Structure (ORCA input):
```
! RIJCOSX wB97M-V def2-TZVPD def2/J DEFGRID3
* xyz 1 1
Sr 1.47 1.02 0.96
C 3.20 2.54 5.14
C 2.93 1.90 3.82
N 1.86 2.06 3.12
N 0.86 2.93 3.59
C -0.24 2.76 2.85
O -0.39 1.93 1.90
C -1.40 3.65 3.19
C -1.52 4.27 4.42
C -2.61 5.08 4.68
C -3.59 5.28 3.71
C -3.47 4.65 2.48
C -2.38 3.82 2.22
C 3.97 0.99 3.19
C 5.23 0.86 3.74
C 6.17 0.06 3.11
C 5.84 -0.61 1.95
C 4.54 -0.45 1.47
N 3.63 0.32 2.07
H 2.34 3.11 5.47
H 4.06 3.21 5.08
H 3.44 1.78 5.89
H -0.74 4.12 5.16
H -2.71 5.57 5.65
H -4.44 5.91 3.91
H -4.23 4.79 1.72
H -2.28 3.31 1.27
H 5.49 1.40 4.65
H 7.17 -0.04 3.53
H 6.54 -1.23 1.43
H 4.23 -0.96 0.56
C -2.31 -5.33 2.41
C -2.59 -4.38 1.24
C -2.62 -5.18 -0.06
C -3.96 -3.71 1.44
C -1.53 -3.28 1.20
C -1.28 -2.51 2.33
C -0.38 -1.47 2.27
N 0.32 -1.18 1.15
C 0.12 -1.93 0.06
C -0.80 -2.97 0.05
C 0.95 -1.59 -1.18
C 1.01 -2.44 -2.27
C 1.76 -2.09 -3.39
C 2.44 -0.88 -3.34
C 2.34 -0.08 -2.23
N 1.61 -0.42 -1.15
C 1.86 -2.97 -4.64
C 0.99 -4.22 -4.53
C 3.33 -3.39 -4.83
C 1.41 -2.15 -5.86
H -3.06 -6.11 2.44
H -2.33 -4.81 3.37
H -1.33 -5.80 2.31
H -3.37 -5.98 0.03
H -1.66 -5.66 -0.27
H -2.90 -4.57 -0.92
H -4.74 -4.48 1.47
H -4.19 -3.02 0.62
H -4.01 -3.15 2.38
H -1.80 -2.69 3.27
H -0.20 -0.84 3.13
H -0.96 -3.54 -0.85
H 0.48 -3.38 -2.25
H 3.05 -0.54 -4.17
H 2.86 0.87 -2.17
H 1.29 -4.86 -3.69
H 1.10 -4.81 -5.44
H -0.07 -3.97 -4.41
H 3.67 -4.00 -3.99
H 3.99 -2.53 -4.91
H 3.43 -3.98 -5.74
H 0.39 -1.77 -5.72
H 1.41 -2.79 -6.75
H 2.06 -1.30 -6.05
S 3.31 3.04 -0.15
C 2.11 4.25 -0.20
N 1.46 4.73 0.84
C 0.32 5.62 0.57
C 0.55 6.19 -0.83
S 1.61 4.99 -1.68
H 1.58 4.30 1.76
H 0.29 6.41 1.32
H -0.60 5.05 0.63
H 1.05 7.16 -0.80
H -0.39 6.29 -1.37
C -1.03 0.90 -4.11
N -1.83 0.27 -3.06
C -2.10 -1.15 -3.29
C -1.96 0.84 -1.84
S -0.93 2.10 -1.33
N -2.98 0.36 -1.08
C -3.03 0.59 0.36
C -4.25 -0.08 -1.66
H -1.41 0.54 -5.07
H 0.02 0.63 -4.02
H -1.12 1.98 -4.06
H -1.20 -1.61 -3.70
H -2.92 -1.31 -4.00
H -2.34 -1.65 -2.36
H -2.07 0.92 0.74
H -3.34 -0.33 0.86
H -3.77 1.36 0.59
H -4.30 0.15 -2.72
H -5.05 0.45 -1.15
H -4.42 -1.15 -1.52
*
```

Calculated values
**Orbital gap**: 7.6 eV
**Electronic energy**: -3294.60155 a.u.
**Energy relative to the best compared isomer or geometry (same formula, charge and spin)**: 0.457 eV

Mulliken atomic charge list, values in e, 2 entries:
1. Sr 2.23
2. C -1.86

Copy entry 6 word for word.
# C19H21ClN4O5S

C19H21ClN4O5S in the gas phase (ωB97M-V with the def2-TZVPD basis set, OMol25).

Structure (ORCA input):
```
! RIJCOSX wB97M-V def2-TZVPD def2/J DEFGRID3
* xyz 0 1
O -3.63 -0.22 2.03
C -3.40 -0.29 0.84
N -3.56 0.69 -0.06
H -3.22 0.51 -1.00
C -3.83 2.06 0.31
C -2.67 2.94 -0.07
C -2.74 3.82 -1.14
C -1.62 4.56 -1.49
C -0.46 4.36 -0.77
N -0.37 3.52 0.25
C -1.45 2.83 0.59
H -1.33 2.15 1.43
H 0.45 4.90 -1.01
H -1.65 5.25 -2.31
H -3.67 3.93 -1.69
H -3.98 2.06 1.40
H -4.74 2.41 -0.18
C -2.88 -1.57 0.18
O -2.95 -1.77 -1.02
N -2.39 -2.44 1.09
C -1.52 -3.50 0.69
H -1.52 -4.30 1.43
H -1.88 -3.88 -0.27
C -0.07 -2.95 0.53
N -0.03 -1.87 -0.42
S -0.01 -0.30 0.08
O -0.65 0.50 -0.93
O -0.52 -0.26 1.41
C 1.73 0.14 0.15
C 2.71 -0.84 0.23
C 4.04 -0.47 0.31
C 4.37 0.87 0.32
C 3.39 1.86 0.26
C 2.06 1.48 0.17
H 1.28 2.23 0.14
H 3.67 2.90 0.28
Cl 6.03 1.33 0.41
H 4.81 -1.22 0.37
H 2.43 -1.88 0.23
C -0.06 -2.21 -1.82
H 0.13 -1.29 -2.37
C 0.99 -3.28 -2.11
H 1.99 -2.85 -2.01
H 0.87 -3.67 -3.12
C 0.82 -4.42 -1.10
H -0.13 -4.94 -1.27
O 0.88 -3.93 0.24
H 1.64 -5.14 -1.17
H -1.07 -2.56 -2.09
H 0.23 -2.53 1.50
H -2.31 -2.06 2.03
*
```

Calculated values
**Orbital gap**: 10.0 eV
**Electronic energy**: -2190.26406 a.u.
**Energy relative to the best compared isomer or geometry (same formula, charge and spin)**: 0.040 eV
**SMILES**: O=C(NCc1cccnc1)C(=O)NC[C@H]1OCCCN1S(=O)(=O)c1ccc(Cl)cc1

natural (NBO) atomic charge list, values in e, 2 entries:
1. O -0.62
2. C 0.60